DFT (wB97M-V/def2-TZVPD) results for C26H40Cl3MgN4O3Si as an isolated structure at a distorted geometry.

The relative energy (zero: lowest compared OMol25 entry of this formula, charge and spin) comes out at 18.8 kcal per mole. The calculation puts the largest force on an atom at 2.4 eV/Å. The energy is -90612.2222 eV. The value obtained for the HOMO-LUMO gap is 7.33 eV. The value obtained for the HOMO energy is -5.2 eV.

The geometry in ORCA input format:
```
! wB97M-V def2-TZVPD RIJCOSX def2/J DEFGRID3
* xyz -1 1
C 3.191 2.895 -1.230
C 2.716 2.445 -2.569
H 4.109 2.361 -0.956
H 2.414 2.694 -0.484
H 3.427 3.969 -1.235
C 3.554 2.452 -3.625
C 4.960 2.962 -3.568
H 3.253 2.121 -4.622
H 5.583 2.428 -2.834
H 5.017 4.033 -3.314
H 5.410 2.851 -4.563
Mg -0.732 0.677 2.225
Cl -1.963 2.338 3.370
Cl 0.650 1.928 0.951
C -3.438 0.066 1.255
O -2.298 -0.385 1.525
N -4.318 -0.615 0.516
C -4.007 -1.990 0.131
C -5.378 0.076 -0.186
H -3.755 1.051 1.630
H -3.734 -2.585 1.012
H -3.176 -2.045 -0.589
H -4.902 -2.403 -0.339
H -5.706 0.912 0.433
H -6.188 -0.625 -0.376
H -5.031 0.472 -1.147
H 4.207 -1.059 4.212
H 3.034 0.010 1.492
C 3.575 -1.911 3.898
C 3.214 -1.074 1.616
N 2.629 -1.591 2.842
H 2.969 -2.234 4.748
C 1.391 -1.074 3.328
O 0.330 -0.948 2.632
H 2.812 -1.578 0.728
H 1.242 -1.362 4.388
H 4.252 -2.725 3.601
H 4.298 -1.250 1.656
O 1.109 0.782 -1.860
C 1.268 1.959 -2.656
C 1.278 0.809 -4.898
C 0.710 1.764 -4.054
H 2.202 0.310 -4.599
C 0.661 0.503 -6.123
H 0.705 2.753 -2.147
C -0.388 2.513 -4.482
H 1.085 -0.277 -6.763
C -0.487 1.204 -6.511
C -0.998 2.225 -5.704
H -0.742 3.320 -3.842
H -1.011 0.926 -7.431
H -1.873 2.796 -6.016
Si 0.140 -0.620 -1.931
Cl 2.018 0.811 4.074
C 0.905 -1.820 -3.158
C -1.608 -0.095 -2.326
C 0.110 -1.469 -0.272
H 0.719 -1.576 -4.213
H 0.517 -2.835 -2.984
H 1.997 -1.866 -3.023
H 0.716 -2.388 -0.282
H -0.925 -1.744 0.018
H 0.509 -0.800 0.503
H -1.725 0.341 -3.320
H -1.955 0.652 -1.609
H -2.309 -0.935 -2.285
N -2.434 0.035 9.112
C -2.357 -0.427 8.040
C -2.258 -1.026 6.739
C -2.354 -2.417 6.569
C -2.254 -2.957 5.294
C -1.998 -2.080 4.222
N -1.892 -0.779 4.416
C -2.033 -0.228 5.605
H -2.521 -3.046 7.444
H -2.345 -4.017 5.087
H -1.861 -2.440 3.200
H -1.932 0.858 5.614
*
```

Which charges does Löwdin predict for the atoms? In e, they are: atom 1 (C): -0.06, atom 2 (C): -0.22, atom 3 (H): 0.09, atom 4 (H): -0.02, atom 5 (H): 0.09, atom 6 (C): -0.12, atom 7 (C): -0.12, atom 8 (H): 0.09, atom 9 (H): 0.07, atom 10 (H): 0.08, atom 11 (H): 0.06, atom 12 (Mg): 0.02, atom 13 (Cl): -0.11, atom 14 (Cl): 0.07, atom 15 (C): -0.26, atom 16 (O): -0.10, atom 17 (N): -0.17, atom 18 (C): -0.02, atom 19 (C): -0.04, atom 20 (H): 0.12, atom 21 (H): 0.10, atom 22 (H): 0.07, atom 23 (H): 0.08, atom 24 (H): 0.09, atom 25 (H): 0.08, atom 26 (H): 0.09, atom 27 (H): 0.07, atom 28 (H): 0.07, atom 29 (C): -0.14, atom 30 (C): -0.08, atom 31 (N): -0.25, atom 32 (H): 0.07, atom 33 (C): -0.65, atom 34 (O): -0.25, atom 35 (H): 0.07, atom 36 (H): 0.08, atom 37 (H): 0.08, atom 38 (H): 0.08, atom 39 (O): -0.21, atom 40 (C): -0.29, atom 41 (C): -0.08, atom 42 (C): -0.19, atom 43 (H): 0.12, atom 44 (C): -0.08, atom 45 (H): 0.14, atom 46 (C): -0.04, atom 47 (H): 0.10, atom 48 (C): -0.10, atom 49 (C): -0.09, atom 50 (H): 0.12, atom 51 (H): 0.10, atom 52 (H): 0.10, atom 53 (Si): 0.44, atom 54 (Cl): 0.22, atom 55 (C): -0.17, atom 56 (C): -0.14, atom 57 (C): -0.16, atom 58 (H): 0.01, atom 59 (H): 0.03, atom 60 (H): 0.04, atom 61 (H): 0.04, atom 62 (H): 0.02, atom 63 (H): -0.03, atom 64 (H): 0.02, atom 65 (H): 0.04, atom 66 (H): 0.02, atom 67 (N): 0.14, atom 68 (C): -0.18, atom 69 (C): -0.20, atom 70 (C): -0.03, atom 71 (C): -0.05, atom 72 (C): -0.12, atom 73 (N): 0.06, atom 74 (C): -0.08, atom 75 (H): 0.12, atom 76 (H): 0.10, atom 77 (H): 0.11, atom 78 (H): 0.08

DFT (wB97M-V/def2-TZVPD) results for a 3-piece molecular cluster, C26H40F6N2O12 overall at a distorted geometry.

The calculation puts the largest force on an atom at 3.0 eV/Å. The energy is -71460.8892 eV. As for the SMILES: CCOC1(OCC)[C@](COO)(C(F)(F)C(F)F)NC(=O)[C@@]1(CCCCCOC)N=C(C)C.O=C1OC[C@@H](F)O1.O=C1OC[C@@H](F)O1. The value obtained for the HOMO-LUMO gap is 8.49 eV. The value obtained for the HOMO energy is -8.0 eV.

The geometry in ORCA input format:
```
! wB97M-V def2-TZVPD RIJCOSX def2/J DEFGRID3
* xyz 0 1
C 3.405 -2.961 1.526
C 3.623 -1.640 0.809
O 2.652 -1.440 -0.203
C 1.579 -0.533 -0.001
O 1.459 -0.005 1.261
C 0.925 -0.788 2.337
C 0.288 0.168 3.355
C 1.920 0.638 -1.002
C 3.432 0.946 -0.989
O 3.713 2.018 -1.882
O 4.623 2.898 -1.194
C 1.182 1.995 -0.818
F 0.017 1.869 -0.157
F 1.938 2.780 -0.001
C 0.889 2.879 -2.080
F -0.450 2.997 -2.249
F 1.393 2.411 -3.235
N 1.645 -0.040 -2.266
C 0.881 -1.171 -2.146
O 0.619 -1.918 -3.058
C 0.355 -1.285 -0.683
C -1.034 -0.646 -0.762
C -1.770 -0.402 0.547
C -3.232 0.042 0.317
C -3.751 1.053 1.362
C -4.469 2.266 0.767
O -3.544 3.335 0.624
C -3.554 3.986 -0.637
N 0.367 -2.651 -0.215
C -0.592 -3.491 -0.254
C -1.009 -4.288 0.958
C -1.362 -3.854 -1.519
H 4.101 -3.083 2.358
H 2.370 -3.100 1.817
H 3.631 -3.759 0.809
H 4.583 -1.724 0.285
H 3.722 -0.788 1.486
H 0.201 -1.522 1.996
H 1.749 -1.306 2.832
H -0.787 0.005 3.443
H 0.420 1.192 2.998
H 0.763 0.088 4.332
H 3.791 1.189 0.011
H 3.982 0.063 -1.316
H 5.109 3.278 -1.939
H 1.288 3.878 -1.891
H 2.350 -0.022 -2.986
H -1.662 -1.290 -1.380
H -0.960 0.282 -1.329
H -1.803 -1.335 1.122
H -1.276 0.331 1.180
H -3.378 0.411 -0.702
H -3.855 -0.853 0.419
H -2.923 1.452 1.954
H -4.427 0.553 2.061
H -4.925 2.016 -0.196
H -5.243 2.592 1.471
H -2.787 3.546 -1.283
H -3.330 5.041 -0.497
H -4.530 3.929 -1.127
H -2.009 -3.911 1.210
H -0.343 -4.165 1.808
H -1.153 -5.341 0.703
H -0.610 -4.036 -2.290
H -1.934 -4.771 -1.382
H -1.981 -3.043 -1.899
O -4.271 6.483 -2.268
C -3.311 7.168 -2.356
O -2.036 6.745 -2.182
C -1.155 7.821 -2.509
C -2.052 9.027 -2.321
F -1.752 10.030 -3.179
O -3.326 8.503 -2.637
H -0.836 7.731 -3.548
H -0.286 7.817 -1.856
H -2.071 9.426 -1.306
O 1.481 -4.792 3.251
C 1.765 -5.821 2.739
O 1.389 -6.208 1.493
C 2.031 -7.455 1.208
C 2.328 -7.987 2.593
F 3.469 -8.714 2.631
O 2.502 -6.799 3.337
H 2.952 -7.271 0.653
H 1.377 -8.097 0.626
H 1.523 -8.573 3.039
*
```

Which charges does Löwdin predict for the atoms? In e, they are: atom 1 (C): -0.07, atom 2 (C): -0.24, atom 3 (O): -0.07, atom 4 (C): -0.35, atom 5 (O): -0.03, atom 6 (C): -0.20, atom 7 (C): -0.04, atom 8 (C): -0.18, atom 9 (C): -0.10, atom 10 (O): -0.14, atom 11 (O): 0.00, atom 12 (C): -0.35, atom 13 (F): 0.12, atom 14 (F): 0.10, atom 15 (C): -0.27, atom 16 (F): 0.08, atom 17 (F): 0.09, atom 18 (N): 0.17, atom 19 (C): -0.39, atom 20 (O): 0.10, atom 21 (C): -0.24, atom 22 (C): -0.10, atom 23 (C): -0.17, atom 24 (C): -0.17, atom 25 (C): -0.16, atom 26 (C): -0.23, atom 27 (O): -0.19, atom 28 (C): -0.10, atom 29 (N): 0.17, atom 30 (C): -0.35, atom 31 (C): -0.03, atom 32 (C): -0.02, atom 33 (H): 0.09, atom 34 (H): 0.04, atom 35 (H): 0.08, atom 36 (H): 0.12, atom 37 (H): 0.12, atom 38 (H): 0.10, atom 39 (H): 0.11, atom 40 (H): 0.07, atom 41 (H): 0.08, atom 42 (H): 0.07, atom 43 (H): 0.14, atom 44 (H): 0.14, atom 45 (H): 0.10, atom 46 (H): 0.17, atom 47 (H): 0.16, atom 48 (H): 0.11, atom 49 (H): 0.12, atom 50 (H): 0.11, atom 51 (H): 0.08, atom 52 (H): 0.11, atom 53 (H): 0.11, atom 54 (H): 0.11, atom 55 (H): 0.11, atom 56 (H): 0.11, atom 57 (H): 0.12, atom 58 (H): 0.08, atom 59 (H): 0.07, atom 60 (H): 0.09, atom 61 (H): 0.09, atom 62 (H): 0.06, atom 63 (H): 0.07, atom 64 (H): 0.08, atom 65 (H): 0.07, atom 66 (H): 0.07, atom 67 (O): 0.18, atom 68 (C): -0.54, atom 69 (O): 0.06, atom 70 (C): -0.05, atom 71 (C): -0.32, atom 72 (F): 0.08, atom 73 (O): 0.14, atom 74 (H): 0.14, atom 75 (H): 0.14, atom 76 (H): 0.17, atom 77 (O): 0.17, atom 78 (C): -0.55, atom 79 (O): 0.05, atom 80 (C): -0.04, atom 81 (C): -0.32, atom 82 (F): 0.08, atom 83 (O): 0.14, atom 84 (H): 0.15, atom 85 (H): 0.14, atom 86 (H): 0.17

DFT (wB97M-V/def2-TZVPD) results for a 7-piece molecular cluster, C26H40FNO21 overall.

The calculation puts the largest force on an atom at 0.6 eV/Å. The energy is -74815.0917 eV. As for the SMILES: C[C@@H]1COC(=O)O1.C[C@@H]1COC(=O)O1.C[C@@H]1COC(=O)O1.C[C@@H]1COC(=O)O1.C[C@@H]1COC(=O)O1.C[C@@H]1COC(=O)O1.NCOC(=O)OF. The value obtained for the HOMO-LUMO gap is 10.50 eV. The value obtained for the HOMO energy is -10.2 eV.

The geometry in ORCA input format:
```
! wB97M-V def2-TZVPD RIJCOSX def2/J DEFGRID3
* xyz 0 1
C 0.740 1.566 2.881
C 2.113 1.005 2.632
C 3.265 1.991 2.672
O 4.195 1.416 1.737
C 3.489 0.660 0.870
O 3.915 0.166 -0.127
O 2.216 0.528 1.279
H 0.670 1.987 3.884
H 0.500 2.342 2.154
H -0.010 0.782 2.786
H 2.310 0.154 3.289
H 3.735 2.087 3.646
H 2.971 2.977 2.304
C -3.476 -0.944 1.561
C -3.048 -0.833 3.001
C -4.016 -1.399 4.017
O -3.769 -0.571 5.167
C -3.309 0.617 4.731
O -3.200 1.592 5.409
O -2.999 0.553 3.419
H -3.587 -1.992 1.285
H -4.428 -0.434 1.409
H -2.738 -0.493 0.899
H -2.048 -1.254 3.141
H -3.840 -2.441 4.272
H -5.058 -1.263 3.720
C -6.415 1.337 8.250
C -6.251 1.514 6.765
C -7.224 2.473 6.106
O -7.345 1.928 4.784
C -7.057 0.610 4.850
O -7.187 -0.160 3.952
O -6.563 0.292 6.063
H -6.255 2.288 8.759
H -7.416 0.973 8.485
H -5.694 0.616 8.632
H -5.219 1.776 6.514
H -6.866 3.497 6.049
H -8.208 2.450 6.583
C 6.068 0.473 -2.826
C 7.448 -0.034 -2.513
C 8.403 -0.091 -3.688
O 9.260 -1.187 -3.339
C 8.566 -2.012 -2.518
O 8.922 -3.099 -2.196
O 7.415 -1.425 -2.124
H 6.112 1.493 -3.207
H 5.592 -0.154 -3.577
H 5.439 0.457 -1.937
H 7.894 0.523 -1.684
H 8.995 0.811 -3.819
H 7.887 -0.332 -4.619
C 1.252 -0.577 -2.955
C 1.757 0.643 -3.672
C 1.087 0.972 -4.993
O 2.145 1.606 -5.727
C 3.324 1.157 -5.236
O 4.384 1.357 -5.737
O 3.123 0.453 -4.104
H 0.197 -0.468 -2.704
H 1.372 -1.464 -3.578
H 1.810 -0.737 -2.034
H 1.746 1.516 -3.012
H 0.242 1.649 -4.906
H 0.784 0.070 -5.529
C -4.887 1.438 -5.481
C -3.536 1.186 -4.868
C -2.651 0.205 -5.611
O -1.868 -0.366 -4.553
C -2.587 -0.266 -3.404
O -2.299 -0.796 -2.382
O -3.662 0.529 -3.592
H -4.773 1.862 -6.479
H -5.452 0.508 -5.552
H -5.462 2.135 -4.873
H -3.005 2.127 -4.698
H -1.997 0.667 -6.346
H -3.230 -0.592 -6.083
N 3.956 -4.163 0.143
C 3.474 -3.110 -0.662
O 2.001 -3.126 -0.882
C 1.300 -3.081 0.227
O 1.605 -2.674 1.313
O -0.013 -3.498 0.049
F -0.051 -4.487 -0.965
H 3.760 -5.083 -0.225
H 3.701 -4.086 1.117
H 3.894 -3.194 -1.665
H 3.728 -2.141 -0.240
*
```

Which charges does Löwdin predict for the atoms? In e, they are: atom 1 (C): -0.01, atom 2 (C): -0.32, atom 3 (C): -0.08, atom 4 (O): 0.07, atom 5 (C): -0.56, atom 6 (O): 0.14, atom 7 (O): 0.08, atom 8 (H): 0.10, atom 9 (H): 0.10, atom 10 (H): 0.08, atom 11 (H): 0.16, atom 12 (H): 0.14, atom 13 (H): 0.14, atom 14 (C): -0.01, atom 15 (C): -0.32, atom 16 (C): -0.07, atom 17 (O): 0.06, atom 18 (C): -0.57, atom 19 (O): 0.14, atom 20 (O): 0.08, atom 21 (H): 0.10, atom 22 (H): 0.10, atom 23 (H): 0.08, atom 24 (H): 0.15, atom 25 (H): 0.14, atom 26 (H): 0.12, atom 27 (C): -0.02, atom 28 (C): -0.32, atom 29 (C): -0.08, atom 30 (O): 0.07, atom 31 (C): -0.57, atom 32 (O): 0.15, atom 33 (O): 0.08, atom 34 (H): 0.09, atom 35 (H): 0.09, atom 36 (H): 0.09, atom 37 (H): 0.13, atom 38 (H): 0.14, atom 39 (H): 0.14, atom 40 (C): -0.02, atom 41 (C): -0.32, atom 42 (C): -0.09, atom 43 (O): 0.06, atom 44 (C): -0.57, atom 45 (O): 0.16, atom 46 (O): 0.08, atom 47 (H): 0.10, atom 48 (H): 0.08, atom 49 (H): 0.06, atom 50 (H): 0.16, atom 51 (H): 0.14, atom 52 (H): 0.14, atom 53 (C): 0.00, atom 54 (C): -0.30, atom 55 (C): -0.09, atom 56 (O): 0.06, atom 57 (C): -0.57, atom 58 (O): 0.16, atom 59 (O): 0.07, atom 60 (H): 0.07, atom 61 (H): 0.10, atom 62 (H): 0.07, atom 63 (H): 0.16, atom 64 (H): 0.13, atom 65 (H): 0.14, atom 66 (C): -0.02, atom 67 (C): -0.33, atom 68 (C): -0.09, atom 69 (O): 0.04, atom 70 (C): -0.56, atom 71 (O): 0.16, atom 72 (O): 0.09, atom 73 (H): 0.09, atom 74 (H): 0.09, atom 75 (H): 0.09, atom 76 (H): 0.16, atom 77 (H): 0.14, atom 78 (H): 0.14, atom 79 (N): 0.06, atom 80 (C): -0.20, atom 81 (O): 0.03, atom 82 (C): -0.58, atom 83 (O): 0.15, atom 84 (O): 0.11, atom 85 (F): -0.01, atom 86 (H): 0.09, atom 87 (H): 0.08, atom 88 (H): 0.14, atom 89 (H): 0.10